(1)
Density functional theory data (ωB97M-V/def2-TZVPD) for a 2-piece molecular cluster, C2H4N2O overall in a non-equilibrium geometry.

Computed properties:
**Relative energy (zero: lowest compared OMol25 entry of this formula, charge and spin)**: 38.2 kcal/mol
**SMILES string**: N#CC=O.N
**E_HOMO**: -10.52 eV
**HOMO-LUMO gap**: 0.36316 Ha
**E_LUMO**: -0.6 eV

Each line ends with the Mulliken charge.
Element x y z (Å)
N (2.585, 1.692, 0.093)  -0.2663
C (2.122, 0.666, 0.020)  0.2898
C (1.349, -0.478, -0.249)  0.1011
O (0.832, -1.320, 0.469)  -0.3820
H (1.177, -0.540, -1.335)  0.2513
N (-1.753, -0.120, 0.109)  -0.6712
H (-1.587, 0.770, 0.607)  0.2314
H (-2.483, 0.040, -0.527)  0.2249
H (-2.241, -0.709, 0.814)  0.2210

***

(2)
Density functional theory data (ωB97M-V/def2-TZVPD) for C2H4N2O as an isolated structure in a non-equilibrium geometry.

Computed properties:
**Relative energy (zero: lowest compared OMol25 entry of this formula, charge and spin)**: 132.2 kcal/mol
**E_HOMO (spin up / spin down)**: -7.90 / -7.90 eV
**HOMO-LUMO gap (spin up / spin down)**: 0.27057 / 0.27051 Ha
**E_LUMO (spin up / spin down)**: -0.5 / -0.5 eV

Each line ends with the Mulliken charge.
Element x y z (Å)
C (0.491, 0.563, -0.638)  0.4767
C (-0.769, -0.810, 1.572)  -0.1837
O (0.350, -0.651, -0.863)  -0.4025
N (-0.567, 0.274, 0.972)  -0.5436
N (0.762, 1.691, -0.989)  -0.4244
H (0.450, 2.190, -1.805)  0.2768
H (1.115, -0.644, -1.952)  0.3408
H (-0.503, -1.804, 1.181)  0.2090
H (-1.328, -0.809, 2.523)  0.2509

***

(3)
Density functional theory data (ωB97M-V/def2-TZVPD) for one molecule with the formula C2H4N2O2 in a non-equilibrium geometry.

Computed properties:
**Relative energy (zero: lowest compared OMol25 entry of this formula, charge and spin)**: 150.5 kcal/mol
**SMILES string**: [H]/N=N\COC=O
**E_HOMO (spin up / spin down)**: -8.99 / -9.15 eV
**HOMO-LUMO gap (spin up / spin down)**: 0.29783 / 0.27469 Ha
**E_LUMO (spin up / spin down)**: -0.9 / -1.7 eV

Each line ends with the Mulliken charge.
Element x y z (Å)
H (-1.144, 1.006, -1.192)  0.3125
N (-0.528, 0.216, -1.414)  -0.3260
N (0.704, 0.390, -1.252)  -0.0624
C (1.162, 0.281, 0.164)  -0.1831
O (0.060, 0.549, 0.979)  -0.4272
C (-1.034, -0.669, 0.539)  0.1858
O (-0.710, -1.826, 0.634)  -0.3999
H (1.525, -0.744, 0.337)  0.2788
H (1.942, 1.041, 0.297)  0.2791
H (-1.978, -0.243, 0.907)  0.3424

***

(4)
Density functional theory data (ωB97M-V/def2-TZVPD) for one molecule with the formula C2H4N2O2.

Computed properties:
**Relative energy (zero: lowest compared OMol25 entry of this formula, charge and spin)**: 23.4 kcal/mol
**SMILES string**: [H]/N=C(/O)NC=O
**E_HOMO**: -10.23 eV
**HOMO-LUMO gap**: 0.40043 Ha
**E_LUMO**: 0.7 eV

Each line ends with the Mulliken charge.
Element x y z (Å)
H (-1.965, 1.414, -0.531)  0.1849
N (-1.759, 0.844, 0.274)  -0.7334
C (-0.670, 0.192, 0.306)  0.7507
O (-0.511, -0.594, 1.382)  -0.5237
N (0.389, 0.149, -0.583)  -0.1265
C (1.552, -0.595, -0.438)  0.0679
O (2.447, -0.549, -1.247)  -0.5184
H (-1.387, -0.379, 1.772)  0.3502
H (0.339, 0.737, -1.403)  0.2033
H (1.566, -1.219, 0.468)  0.3451

***

Look up the relative energy (zero: lowest compared OMol25 entry of this formula, charge and spin) of the second one. 132.2 kcal/mol

***

The highest relative energy (zero: lowest compared OMol25 entry of this formula, charge and spin) belongs to which entry? number 3

***

The lowest relative energy (zero: lowest compared OMol25 entry of this formula, charge and spin) belongs to which entry? number 4

***

Which formula does entry 1 have? C2H4N2O